[1]
# C5H6O

A structure of composition C5H6O (ωB97M-V/def2-TZVPD, OMol25).

Atoms and positions in Å:
1 O -0.379 -0.296 2.611
2 C -0.185 -0.582 1.474
3 C -0.020 1.090 0.198
4 C 0.606 0.547 -1.052
5 C -0.290 -0.581 -0.732
6 C -0.176 -1.428 0.421
7 H 0.656 1.481 0.961
8 H -0.921 1.686 0.079
9 H 0.364 1.054 -1.988
10 H 1.673 0.344 -0.967
11 H -1.083 -0.806 -1.462
12 H -0.247 -2.510 0.456

largest force on an atom: 0.853 eV/Å
total charge: 0
energy relative to the best compared isomer or geometry (same formula, charge and spin): 354.2 kJ/mol
HOMO level: -8.08 eV

These are the Mulliken partial charges, in e, on atoms 1 to 2:
1 O -0.482
2 C 0.454

[2]
# C5H6O

An isolated molecule of C5H6O (ωB97M-V/def2-TZVPD, OMol25).

Atoms and positions in Å:
1 C -1.960 0.053 -0.569
2 C -0.931 -0.360 0.446
3 C 1.271 -0.770 0.595
4 O 0.295 -0.619 -0.271
5 C 2.451 -0.172 0.067
6 C 3.314 0.678 0.024
7 H -2.805 0.510 -0.047
8 H -2.294 -0.799 -1.165
9 H -1.518 0.796 -1.242
10 H -1.190 -1.222 1.063
11 H -0.704 0.476 1.111
12 H 4.070 1.428 -0.009

largest force on an atom: 0.635 eV/Å
total charge: 0
energy relative to the best compared isomer or geometry (same formula, charge and spin): 456.2 kJ/mol
HOMO level: -8.55 eV

These are the Mulliken partial charges, in e, on atoms 1 to 2:
1 C -1.102
2 C -0.141

[3]
# C5H6O

A cluster of 2 separate species, C5H6O in total (ωB97M-V/def2-TZVPD, OMol25).

Atoms and positions in Å:
1 C 1.256 0.993 0.393
2 C 1.022 -0.278 -0.388
3 C 0.127 -0.836 -1.155
4 O -0.461 -1.490 -1.931
5 H 2.174 1.399 -0.035
6 H 1.441 0.868 1.469
7 H 0.480 1.757 0.270
8 H 1.842 -0.680 -1.009
9 C -2.187 -0.839 0.206
10 C -1.813 -0.021 1.004
11 H -2.420 -1.564 -0.544
12 H -1.497 0.702 1.723

largest force on an atom: 1.007 eV/Å
total charge: 0
energy relative to the best compared isomer or geometry (same formula, charge and spin): 339.3 kJ/mol
structure (SMILES): CC=C=O.C#C
HOMO level: -8.85 eV

These are the Mulliken partial charges, in e, on atoms 1 to 2:
1 C -0.943
2 C -0.423

[4]
# C5H6O

An isolated molecule of C5H6O (ωB97M-V/def2-TZVPD, OMol25).

Atoms and positions in Å:
1 C 0.309 -2.040 -1.359
2 C 0.023 -1.326 -0.428
3 C -0.302 -0.415 0.638
4 C -0.883 1.015 0.360
5 C 0.525 0.854 0.740
6 O 1.461 1.064 -0.262
7 H 0.497 -2.693 -2.184
8 H -1.163 -0.633 1.231
9 H -1.182 1.231 -0.651
10 H -1.549 1.348 1.161
11 H 0.898 1.222 1.691
12 H 1.365 0.374 -0.938

largest force on an atom: 2.273 eV/Å
total charge: 0
energy relative to the best compared isomer or geometry (same formula, charge and spin): 329.1 kJ/mol
structure (SMILES): C#C[C@@H]1C[C@@H]1O
HOMO level: -9.21 eV

These are the Mulliken partial charges, in e, on atoms 1 to 2:
1 C 0.316
2 C -0.711

[5]
# C5H6O

An isolated molecule of C5H6O (ωB97M-V/def2-TZVPD, OMol25).

Atoms and positions in Å:
1 C 0.544 0.623 -1.813
2 C 0.661 -0.667 -1.008
3 C 0.157 -0.444 0.164
4 C -0.350 0.183 1.204
5 C -1.173 -0.573 2.139
6 O -1.282 -1.780 2.080
7 H 1.083 0.510 -2.747
8 H 1.043 1.402 -1.214
9 H -0.475 0.969 -1.997
10 H 1.420 -1.418 -1.222
11 H -0.030 1.200 1.433
12 H -1.598 -0.006 2.982

largest force on an atom: 0.751 eV/Å
total charge: 0
energy relative to the best compared isomer or geometry (same formula, charge and spin): 265.1 kJ/mol
structure (SMILES): CC=C=CC=O
HOMO level: -8.99 eV

These are the Mulliken partial charges, in e, on atoms 1 to 2:
1 C -0.927
2 C -0.251

[6]
# C5H6O

A structure of composition C5H6O (ωB97M-V/def2-TZVPD, OMol25).

Atoms and positions in Å:
1 C -0.769 0.529 0.533
2 C -0.293 -0.769 -0.136
3 O -0.122 -0.089 -1.383
4 C -0.121 1.176 -0.696
5 C 1.763 -0.626 1.250
6 C 1.043 -1.277 0.384
7 H -1.857 0.621 0.531
8 H -0.365 0.762 1.520
9 H -0.999 -1.599 -0.224
10 H -0.665 1.951 -1.242
11 H 0.909 1.508 -0.503
12 H 1.475 -2.187 -0.034

largest force on an atom: 0.657 eV/Å
total charge: 0
energy relative to the best compared isomer or geometry (same formula, charge and spin): 452.3 kJ/mol
HOMO level: -10.20 eV

These are the Mulliken partial charges, in e, on atoms 1 to 2:
1 C -0.709
2 C 0.310

[7]
# C5H6O

A structure of composition C5H6O (ωB97M-V/def2-TZVPD, OMol25).

Atoms and positions in Å:
1 C 1.806 -0.599 -0.012
2 C 0.363 -0.069 -0.084
3 C -0.784 -0.012 0.944
4 C -1.701 0.672 -0.059
5 C -0.554 0.360 -1.003
6 O -1.215 -0.551 1.927
7 H 2.369 -0.178 0.840
8 H 2.358 -0.365 -0.929
9 H 1.824 -1.694 0.124
10 H -1.976 1.722 0.111
11 H -2.631 0.104 -0.209
12 H -0.495 0.590 -2.070

largest force on an atom: 1.631 eV/Å
total charge: 0
energy relative to the best compared isomer or geometry (same formula, charge and spin): 139.6 kJ/mol
HOMO level: -9.43 eV

These are the Mulliken partial charges, in e, on atoms 1 to 2:
1 C -1.057
2 C 0.284

[8]
# C5H6O

A cluster of 2 separate species, C5H6O in total (ωB97M-V/def2-TZVPD, OMol25).

Atoms and positions in Å:
1 C -0.434 2.415 1.504
2 C 0.839 -0.277 1.272
3 C -1.075 -0.459 -0.502
4 C -0.019 0.365 -1.216
5 C 0.170 -0.230 0.130
6 O 0.041 2.607 2.515
7 H 1.773 0.356 1.187
8 H 0.465 -0.793 2.186
9 H -1.747 0.230 -0.038
10 H -1.409 -1.316 -0.911
11 H 0.542 -0.123 -2.009
12 H -0.129 1.446 -1.168

largest force on an atom: 3.183 eV/Å
total charge: 0
energy relative to the best compared isomer or geometry (same formula, charge and spin): 239.6 kJ/mol
HOMO level: -9.61 eV

These are the Mulliken partial charges, in e, on atoms 1 to 2:
1 C 0.144
2 C -0.856

[9]
# C5H6O

An isolated molecule of C5H6O (ωB97M-V/def2-TZVPD, OMol25).

Atoms and positions in Å:
1 C 2.803 0.006 -0.150
2 C 1.661 0.352 -0.348
3 C 0.260 0.212 -0.669
4 C -0.611 -0.100 0.576
5 C -2.084 -0.238 0.274
6 O -2.573 -0.010 -0.806
7 H 3.757 0.223 0.245
8 H 0.560 -0.558 -1.403
9 H -0.235 0.956 -1.297
10 H -0.269 -0.993 1.111
11 H -0.542 0.702 1.342
12 H -2.727 -0.553 1.127

largest force on an atom: 2.015 eV/Å
total charge: 0
energy relative to the best compared isomer or geometry (same formula, charge and spin): 249.5 kJ/mol
structure (SMILES): C#CCCC=O
HOMO level: -9.89 eV

These are the Mulliken partial charges, in e, on atoms 1 to 2:
1 C -0.165
2 C -0.513

[10]
# C5H6O

An isolated molecule of C5H6O (ωB97M-V/def2-TZVPD, OMol25).

Atoms and positions in Å:
1 C 1.080 -0.354 -0.458
2 C 0.374 0.954 -0.220
3 C -1.072 0.681 -0.260
4 O -1.208 -1.014 -0.750
5 C -0.121 -1.092 0.164
6 C -0.540 0.146 0.961
7 H 1.974 -0.442 0.165
8 H 1.310 -0.578 -1.503
9 H 0.820 1.938 -0.446
10 H -1.767 1.539 -0.324
11 H 0.106 -2.055 0.639
12 H -0.964 0.237 1.961

largest force on an atom: 2.658 eV/Å
total charge: 0
energy relative to the best compared isomer or geometry (same formula, charge and spin): 430.0 kJ/mol
structure (SMILES): C1[C@H]2[C@H]3O[C@@H]1[C@@H]23
HOMO level: -9.00 eV

These are the Mulliken partial charges, in e, on atoms 1 to 2:
1 C -0.476
2 C -0.478

[11]
# C5H6O

An isolated molecule of C5H6O (ωB97M-V/def2-TZVPD, OMol25).

Atoms and positions in Å:
1 C -1.900 0.186 0.141
2 C -0.048 0.299 0.137
3 C 0.876 -0.743 0.837
4 C 1.777 -0.616 -0.124
5 C 0.941 0.431 -0.882
6 O 0.564 1.494 -0.019
7 H -2.267 0.502 1.110
8 H -2.142 -0.835 -0.271
9 H -2.280 1.018 -0.572
10 H 1.074 -1.207 1.688
11 H 2.728 -0.963 -0.152
12 H 0.677 0.434 -1.893

largest force on an atom: 6.685 eV/Å
total charge: 0
energy relative to the best compared isomer or geometry (same formula, charge and spin): 480.0 kJ/mol
structure (SMILES): C[C@@]12C=C[C@@H]1O2
HOMO level: -9.47 eV

These are the Mulliken partial charges, in e, on atoms 1 to 2:
1 C -0.861
2 C 0.646

[12]
# C5H6O

An isolated molecule of C5H6O (ωB97M-V/def2-TZVPD, OMol25).

Atoms and positions in Å:
1 C 0.601 1.084 1.109
2 C -0.152 0.023 0.368
3 C 0.077 -1.320 0.478
4 O -0.125 -2.148 -0.479
5 C -0.817 -0.628 -1.808
6 C -0.644 0.491 -1.194
7 H 1.172 0.710 1.969
8 H -0.040 1.897 1.458
9 H 1.339 1.477 0.403
10 H 0.379 -1.663 1.490
11 H -1.094 -1.494 -2.348
12 H -0.696 1.573 -1.446

largest force on an atom: 3.167 eV/Å
total charge: 0
energy relative to the best compared isomer or geometry (same formula, charge and spin): 414.3 kJ/mol
HOMO level: -7.92 eV

These are the Mulliken partial charges, in e, on atoms 1 to 2:
1 C -1.130
2 C 0.303

[13]
# C5H6O

An isolated molecule of C5H6O (ωB97M-V/def2-TZVPD, OMol25).

Atoms and positions in Å:
1 C -1.691 0.919 -1.131
2 C -0.480 0.436 -1.126
3 C 0.690 -0.094 -0.888
4 C 1.178 -0.050 0.547
5 C 0.271 -0.901 1.426
6 O -0.118 -2.000 1.114
7 H -1.919 1.950 -1.382
8 H -2.516 0.265 -0.859
9 H 1.246 -0.634 -1.648
10 H 2.200 -0.433 0.645
11 H 1.181 0.981 0.916
12 H -0.042 -0.439 2.387

largest force on an atom: 0.591 eV/Å
total charge: 0
energy relative to the best compared isomer or geometry (same formula, charge and spin): 188.6 kJ/mol
structure (SMILES): C=C=CCC=O
HOMO level: -9.57 eV

These are the Mulliken partial charges, in e, on atoms 1 to 2:
1 C -0.690
2 C 0.141

[14]
# C5H6O

An isolated molecule of C5H6O (ωB97M-V/def2-TZVPD, OMol25).

Atoms and positions in Å:
1 C 2.819 -0.116 -0.477
2 C 1.722 -0.433 -0.859
3 C 0.343 -0.782 -1.214
4 C -0.407 -0.716 0.121
5 C -1.744 0.769 1.304
6 O -1.078 0.403 0.085
7 H 3.798 0.157 -0.150
8 H 0.308 -1.802 -1.610
9 H -0.046 -0.084 -1.968
10 H -1.168 0.403 2.155
11 H -1.799 1.858 1.301
12 H -2.749 0.343 1.312

largest force on an atom: 0.558 eV/Å
total charge: 0
energy relative to the best compared isomer or geometry (same formula, charge and spin): 427.4 kJ/mol
HOMO level: -8.72 eV

These are the Mulliken partial charges, in e, on atoms 1 to 2:
1 C 0.124
2 C -0.610

[15]
# C5H6O

An isolated molecule of C5H6O (ωB97M-V/def2-TZVPD, OMol25).

Atoms and positions in Å:
1 C 2.486 -1.137 -0.023
2 C 1.907 -0.103 0.196
3 C 0.724 0.752 0.134
4 C -0.466 -0.203 -0.166
5 C -1.882 0.269 0.057
6 O -0.290 -1.325 -0.576
7 H 2.921 -2.082 -0.261
8 H 0.533 1.368 1.025
9 H 0.806 1.444 -0.720
10 H -1.998 1.337 0.256
11 H -2.281 -0.302 0.904
12 H -2.459 -0.019 -0.826

largest force on an atom: 0.702 eV/Å
total charge: 0
energy relative to the best compared isomer or geometry (same formula, charge and spin): 192.9 kJ/mol
structure (SMILES): C#CCC(C)=O
HOMO level: -9.85 eV

These are the Mulliken partial charges, in e, on atoms 1 to 2:
1 C -0.004
2 C -0.498

[16]
# C5H6O

An isolated molecule of C5H6O (ωB97M-V/def2-TZVPD, OMol25).

Atoms and positions in Å:
1 C -1.992 -1.369 -0.492
2 C -0.819 -1.137 -0.487
3 C 0.606 -0.815 -0.194
4 C 0.816 0.480 0.605
5 C 0.194 1.683 -0.030
6 O -0.206 1.785 -1.151
7 H -3.054 -1.651 -0.444
8 H 1.080 -0.719 -1.158
9 H 1.052 -1.680 0.347
10 H 0.308 0.305 1.572
11 H 1.875 0.610 0.746
12 H 0.140 2.507 0.687

largest force on an atom: 2.136 eV/Å
total charge: 0
energy relative to the best compared isomer or geometry (same formula, charge and spin): 196.5 kJ/mol
structure (SMILES): C#CCCC=O
HOMO level: -9.78 eV

These are the Mulliken partial charges, in e, on atoms 1 to 2:
1 C -0.052
2 C -0.325

[17]
# C5H6O

A structure of composition C5H6O (ωB97M-V/def2-TZVPD, OMol25).

Atoms and positions in Å:
1 C -1.691 0.460 0.973
2 C 1.204 -0.581 0.347
3 C -0.011 -0.542 -0.554
4 O 0.864 -0.041 -1.620
5 C 1.875 -0.060 -0.679
6 C -1.005 0.511 -0.162
7 H -2.346 1.267 1.282
8 H -1.599 -0.393 1.646
9 H 1.360 -0.786 1.394
10 H -0.459 -1.496 -0.855
11 H 2.852 0.343 -0.916
12 H -1.066 1.361 -0.839

largest force on an atom: 0.308 eV/Å
total charge: 0
energy relative to the best compared isomer or geometry (same formula, charge and spin): 237.4 kJ/mol
HOMO level: -8.91 eV

These are the Mulliken partial charges, in e, on atoms 1 to 2:
1 C -0.721
2 C -0.299

[18]
# C5H6O

An isolated molecule of C5H6O (ωB97M-V/def2-TZVPD, OMol25).

Atoms and positions in Å:
1 C -0.068 2.119 -1.150
2 C -0.021 1.250 -0.287
3 C 0.177 0.004 0.541
4 C 0.806 -1.052 -0.410
5 C -1.192 -0.443 1.091
6 O -1.480 -1.610 1.303
7 H -0.158 2.957 -1.777
8 H 0.884 0.234 1.346
9 H 0.962 -1.998 0.172
10 H 0.229 -1.203 -1.315
11 H 1.814 -0.710 -0.737
12 H -1.953 0.453 1.223

largest force on an atom: 3.274 eV/Å
total charge: 0
energy relative to the best compared isomer or geometry (same formula, charge and spin): 209.4 kJ/mol
structure (SMILES): C#C[C@H](C)C=O
HOMO level: -10.03 eV

These are the Mulliken partial charges, in e, on atoms 1 to 2:
1 C 0.159
2 C -0.945

[19]
# C5H6O2

A structure of composition C5H6O2 (ωB97M-V/def2-TZVPD, OMol25).

Atoms and positions in Å:
1 C -1.368 -1.267 -0.008
2 C -0.576 -0.217 0.709
3 O 1.127 -0.761 0.126
4 C 1.887 0.043 -0.397
5 O 3.006 0.076 -0.850
6 C -0.663 1.121 0.370
7 C 0.126 1.927 -0.186
8 H -1.485 -1.024 -1.069
9 H -2.358 -1.283 0.463
10 H -0.921 -2.261 0.095
11 H -0.329 -0.453 1.743
12 H 1.248 1.162 -0.449
13 H 0.306 2.938 -0.547

largest force on an atom: 1.221 eV/Å
total charge: 0
energy relative to the best compared isomer or geometry (same formula, charge and spin): 395.5 kJ/mol
HOMO level (alpha / beta): -9.14 / -9.14 eV

These are the Mulliken partial charges, in e, on atoms 1 to 2:
1 C -1.023
2 C 0.583